Record 1
This record from the Open Molecules 2025 dataset describes 2 unconnected molecules or ions with the total composition C5H10O3. The level of theory is ωB97M-V with the def2-TZVPD basis set.

Results
LUMO: 0.842 eV
Spin multiplicity: 1
SMILES: CC(C)C(=O)O.C=O
Charge: 0

Last column: natural (NBO) charge in e.
Cartesian coordinates (Å):
H -0.316 -2.177 -1.218  0.21
O -2.234 1.455 -0.352  -0.55
H -2.445 0.091 1.183  0.11
H -0.931 -1.594 0.301  0.20
H -2.123 1.822 1.631  0.12
H 1.129 -0.254 -1.476  0.21
O 0.262 1.355 1.173  -0.62
H -1.291 -0.740 -1.264  0.23
O 0.968 1.965 -0.854  -0.68
C -0.552 -1.268 -0.666  -0.61
H 2.693 -0.575 0.374  0.21
H 2.046 -2.100 -0.187  0.21
H 0.557 2.825 -0.646  0.50
C 0.703 -0.431 -0.483  -0.31
C 0.532 1.079 0.039  0.83
C 1.782 -1.169 0.314  -0.60
C -2.211 1.096 0.808  0.30
H 1.430 -1.379 1.323  0.21

---

Record 2
This record from the Open Molecules 2025 dataset describes 2 unconnected molecules or ions with the total composition C5H10O3. The level of theory is ωB97M-V with the def2-TZVPD basis set.

Results
LUMO: 0.733 eV
Spin multiplicity: 1
SMILES: C=C(O)CC.O=CO
Charge: 0

Last column: natural (NBO) charge in e.
Cartesian coordinates (Å):
H 0.901 0.854 -1.079  0.52
O 2.167 0.318 -1.066  -0.71
H -1.561 -1.884 -1.830  0.21
O 0.286 1.342 -0.185  -0.76
H -0.690 -2.070 -0.302  0.20
H 0.017 -1.131 -1.620  0.21
H 2.681 1.723 0.380  0.16
O 2.332 -0.083 1.163  -0.63
H 1.980 -0.953 0.905  0.51
H -0.215 1.165 2.369  0.20
H -2.529 -0.396 -0.059  0.21
C -0.917 -1.375 -1.112  -0.60
C 2.341 0.719 0.121  0.73
H -1.689 0.064 2.168  0.20
H -1.874 0.541 -1.398  0.21
C -1.604 -0.118 -0.566  -0.46
C -0.730 0.649 0.393  0.34
C -0.894 0.636 1.718  -0.54

---

Record 3
This record from the Open Molecules 2025 dataset describes C5H10O3 in the gas phase. The level of theory is ωB97M-V with the def2-TZVPD basis set.

Results
LUMO: 0.630 eV
Spin multiplicity: 1
SMILES: CC(C)[C@H](O)C(=O)O
Charge: 0

Last column: natural (NBO) charge in e.
Cartesian coordinates (Å):
H -2.919 -1.317 -0.502  0.49
H -0.271 -1.838 0.966  0.20
H -1.221 2.199 0.624  0.50
H 1.326 -1.784 1.006  0.22
C -1.882 0.138 -0.077  0.79
C 0.614 -1.436 0.392  -0.63
C 0.650 0.015 0.283  -0.21
H -0.462 0.504 -1.509  0.19
C -0.475 0.688 -0.467  -0.01
O -2.584 0.655 0.766  -0.61
H 2.953 0.306 0.331  0.22
H 1.900 1.661 -0.221  0.24
C 2.029 0.514 -0.197  -0.62
H 0.330 -1.874 -0.635  0.22
O -0.549 2.081 -0.200  -0.72
H 0.458 0.449 1.491  0.19
O -2.159 -0.948 -0.744  -0.65
H 2.262 -0.014 -1.306  0.19

---

Record 4
This record from the Open Molecules 2025 dataset describes 2 unconnected molecules or ions with the total composition C5H10O4. The level of theory is ωB97M-V with the def2-TZVPD basis set.

Results
LUMO: 0.509 eV
Spin multiplicity: 1
SMILES: CC[C@@]1(O)COC1=O.O
Charge: 0

Last column: natural (NBO) charge in e.
Cartesian coordinates (Å):
H 0.182 0.690 1.945  0.47
H -2.094 0.613 -0.884  0.18
H 0.112 1.635 -1.427  0.22
H -2.236 -0.406 0.490  0.23
C -1.566 -0.184 -0.347  -0.07
O 0.934 -2.031 -0.646  -0.56
H -0.695 -3.002 0.575  0.50
H 2.297 2.544 -0.662  0.22
O -0.903 -1.053 -1.491  -0.49
H -1.764 -2.566 1.685  0.47
H -0.042 2.259 0.207  0.20
O 0.189 -0.125 1.431  -0.69
C 0.442 1.471 -0.392  -0.42
C 1.961 1.564 -0.300  -0.61
C 0.257 -1.041 -0.840  0.76
H 2.311 1.448 0.734  0.21
C -0.117 0.136 0.090  0.13
H 2.447 0.789 -0.908  0.22
O -1.715 -2.742 0.741  -0.96

---

Record 5
This record from the Open Molecules 2025 dataset describes a molecular structure, C5H10O4. The level of theory is ωB97M-V with the def2-TZVPD basis set.

Results
LUMO: -0.689 eV
Spin multiplicity: 1
Charge: 0

Last column: natural (NBO) charge in e.
Cartesian coordinates (Å):
O -1.652 -2.072 -2.729  -0.69
H -0.207 0.196 2.462  0.17
O 0.117 -1.468 1.360  -0.62
H -2.480 -1.703 -3.067  0.49
C 2.140 0.872 0.585  -0.65
C -0.428 -0.326 1.531  0.26
H -1.404 -0.166 1.065  0.21
H -1.102 1.894 -0.199  0.22
H -0.061 -1.821 0.193  0.52
O -0.205 -1.786 -1.096  -0.78
C 0.713 0.894 0.132  -0.25
O -2.067 -0.536 -1.144  -0.74
C -1.340 -1.413 -1.590  0.98
H 0.166 2.841 0.778  0.19
H 2.359 -0.112 1.008  0.23
H 2.811 1.033 -0.261  0.24
C -0.108 1.952 0.222  -0.27
H 2.340 1.632 1.341  0.21
H 0.407 0.090 -0.591  0.28

---

Record 6
This record from the Open Molecules 2025 dataset describes 2 unconnected molecules or ions with the total composition C5H10O8. The level of theory is ωB97M-V with the def2-TZVPD basis set.

Results
LUMO (spin up / spin down): -2.253 / -0.009 eV
Spin multiplicity: 1
Charge: 0

Last column: natural (NBO) charge in e.
Cartesian coordinates (Å):
H -1.274 2.597 1.798  0.24
C -0.139 4.278 1.014  0.21
H 1.353 2.874 1.737  0.21
H 1.186 4.368 2.684  0.24
H 1.998 4.396 1.107  0.25
H -0.176 2.686 -0.481  0.18
H 0.371 7.188 2.019  0.48
H -2.095 3.380 5.587  0.47
O -1.266 4.041 3.181  -0.10
C 1.185 3.948 1.677  -0.64
H 0.829 4.052 -2.128  0.48
H -3.337 4.662 1.821  0.14
H -1.104 4.159 -0.893  0.21
C -0.178 3.781 -0.439  -0.08
O -2.015 3.373 6.567  -0.33
O -2.120 3.261 3.867  -0.17
O 0.911 4.267 -1.174  -0.72
C -1.326 3.695 1.805  -0.08
O -2.913 3.894 0.070  -0.50
C -2.627 4.117 1.207  0.43
O -0.283 5.681 0.978  -0.28
O -3.235 3.149 6.989  -0.18
O 0.136 6.273 2.245  -0.46

---

Record 7
This record from the Open Molecules 2025 dataset describes 2 unconnected molecules or ions with the total composition C5H10OS2. The level of theory is ωB97M-V with the def2-TZVPD basis set.

Results
LUMO (spin up / spin down): -1.488 / -1.554 eV
Spin multiplicity: 1
Charge: 0

Last column: natural (NBO) charge in e.
Cartesian coordinates (Å):
H 1.313 0.107 1.182  0.21
C 1.173 0.657 0.280  -0.60
H 1.913 -2.333 -0.139  0.21
C -3.305 0.943 0.693  -0.80
C 1.807 -1.611 -0.942  -0.60
H 0.727 -0.270 -1.841  0.25
H -3.913 1.771 0.979  0.24
S -1.115 -2.280 0.194  1.10
H 2.093 1.267 -0.007  0.22
H 0.458 1.437 0.324  0.23
O -2.591 -2.288 0.210  -0.92
C -0.578 -0.886 -0.392  -0.19
C 0.783 -0.412 -0.763  -0.38
H -2.584 0.841 1.439  0.23
S -2.372 1.311 -0.776  0.12
H 2.923 -1.250 -1.218  0.22
H 1.498 -2.170 -1.808  0.21
H -4.109 0.244 0.414  0.25

---

Record 8
This record from the Open Molecules 2025 dataset describes a molecular structure, C5H10OS2. The level of theory is ωB97M-V with the def2-TZVPD basis set.

Results
LUMO: -2.284 eV
Spin multiplicity: 1
Charge: 0

Last column: natural (NBO) charge in e.
Cartesian coordinates (Å):
H 1.543 1.147 0.813  0.19
C -0.036 -0.673 -0.370  -0.25
O -0.038 1.856 1.992  -0.63
H -1.089 2.428 -0.863  0.25
H 0.533 -1.126 2.967  0.23
H -1.582 0.900 2.435  0.41
H -2.364 1.721 -2.447  0.27
C -0.494 -0.255 0.959  -0.66
S -0.658 0.194 -1.939  0.30
H 1.578 -1.230 1.406  0.27
C 1.049 0.937 1.847  -0.12
H -2.501 1.080 -0.699  0.24
H -1.755 -1.056 1.031  0.27
C -1.626 1.531 -1.351  -0.86
H 1.811 1.070 2.533  0.19
S 1.097 -1.848 -0.677  -0.03
H -0.721 1.096 0.611  0.39
C 0.744 -0.609 1.938  -0.46

---

Record 9
This record from the Open Molecules 2025 dataset describes C5H10S in the gas phase. The level of theory is ωB97M-V with the def2-TZVPD basis set.

Results
LUMO: 0.873 eV
Spin multiplicity: 1
SMILES: SCC1CCC1
Charge: 0

Last column: natural (NBO) charge in e.
Cartesian coordinates (Å):
H -3.476 -0.265 0.035  0.12
H -1.809 1.269 1.049  0.22
C 0.720 -0.721 0.947  -0.40
C 0.880 0.386 -0.932  -0.41
H 0.454 1.522 0.895  0.21
H 0.329 0.370 -1.886  0.21
C 1.398 -0.956 -0.435  -0.40
H 2.451 -1.085 -0.316  0.20
C 0.076 0.615 0.391  -0.22
C -1.410 0.804 0.139  -0.52
H 1.005 -1.893 -0.943  0.20
H 1.733 1.062 -1.024  0.20
H -1.544 1.557 -0.673  0.21
H 1.414 -0.492 1.707  0.20
S -2.276 -0.739 -0.252  -0.05
H 0.055 -1.435 1.297  0.21

---

Record 10
This record from the Open Molecules 2025 dataset describes C5H10S in the gas phase. The level of theory is ωB97M-V with the def2-TZVPD basis set.

Results
LUMO: -0.099 eV
Spin multiplicity: 1
SMILES: CCC(=S)CC
Charge: 0

Last column: natural (NBO) charge in e.
Cartesian coordinates (Å):
C -2.510 -0.158 -0.172  -0.62
C 2.306 0.032 -0.514  -0.60
H -0.928 -1.212 0.899  0.22
C -0.036 0.632 0.314  0.05
S -0.382 2.268 -0.023  -0.05
H 1.166 -0.897 1.178  0.21
C -1.053 -0.477 0.035  -0.49
H 2.008 -0.793 -1.172  0.21
H 2.313 1.006 -1.086  0.22
C 1.299 0.155 0.684  -0.51
H -2.868 -0.042 -1.195  0.22
H 3.370 -0.121 -0.237  0.22
H 1.641 0.865 1.439  0.25
H -0.542 -1.054 -0.814  0.24
H -3.065 -0.953 0.262  0.21
H -2.718 0.750 0.404  0.23

---

Record 11
This record from the Open Molecules 2025 dataset describes 2 unconnected molecules or ions with the total composition C5H10S. The level of theory is ωB97M-V with the def2-TZVPD basis set.

Results
LUMO: -0.185 eV
Spin multiplicity: 1
Charge: 0

Last column: natural (NBO) charge in e.
Cartesian coordinates (Å):
H 0.573 -1.917 2.210  0.21
C -0.154 -1.293 1.721  -0.66
H 0.131 1.359 0.736  0.19
H 0.739 1.811 -1.396  0.20
C 0.695 0.577 0.288  -0.20
H -1.226 -0.793 -2.334  0.17
H -0.173 -0.424 2.462  0.20
H -1.024 -1.643 1.234  0.24
C 1.488 1.124 -0.868  -0.64
S -2.329 0.918 -1.316  0.22
C -1.853 -0.636 -1.361  -0.49
H -2.695 1.167 -0.053  0.09
H 2.358 1.652 -0.449  0.22
C 0.674 -0.706 0.573  -0.17
H 1.032 -1.574 0.144  0.20
H 1.764 0.378 -1.590  0.21

---

Record 12
This record from the Open Molecules 2025 dataset describes a molecular structure, C5H10S. The level of theory is ωB97M-V with the def2-TZVPD basis set.

Results
LUMO: 0.997 eV
Spin multiplicity: 1
Charge: 0

Last column: natural (NBO) charge in e.
Cartesian coordinates (Å):
H 0.648 -1.091 -0.141  0.19
H -1.555 -1.892 0.095  0.23
H -1.557 0.563 0.659  0.11
H 2.396 2.446 -0.702  0.21
H 0.033 0.019 1.124  0.20
C -2.519 -1.380 -0.385  -0.75
H -2.449 -1.239 -1.418  0.21
S -2.798 0.222 0.399  -0.04
H 0.327 1.129 -1.533  0.19
H 3.002 -0.296 0.426  0.22
C 0.796 -0.050 0.328  -0.43
C 1.950 1.588 -0.257  -0.19
C 0.926 0.942 -0.747  -0.17
H 2.124 0.631 1.776  0.20
C 2.201 0.422 0.720  -0.41
H -3.526 -2.012 -0.344  0.23

---

The records above give, respectively, energy above the lowest of the compared OMol25 structures with the same formula, charge and spin values of 123.99; 220.31; 213.58; 258.08; 254.46; 56.12; 489.88; 1086.72; 118.56; 96.88; 480.64; 324.18 kJ/mol.
The records above give, respectively, calculated total energy values of -11488.902; -11487.903; -11487.973; -13535.217; -13535.255; -21715.356; -29059.841; -29053.655; -16181.249; -16181.473; -16177.496; -16179.118 eV.